1) {"formula": "C5H4N2O2", "method": "wB97M-V/def2-TZVPD", "symbols": ["C", "N", "O", "C", "C", "C", "N", "O", "C", "H", "H", "H", "H"], "coordinates": [[0.8695, -1.4683, -0.4343], [-0.2448, -2.1504, -0.7313], [-1.3395, -1.1099, -0.2738], [-0.6186, -0.6115, 0.7470], [-0.2246, 0.8090, 0.8568], [-0.4154, 1.9435, -0.0255], [-0.4834, 1.6100, -1.1835], [-0.0289, 0.2960, -1.3587], [0.5768, -0.0269, -0.0474], [1.9318, -1.9679, -0.7342], [-0.1670, -1.2628, 1.5653], [0.5011, 0.9136, 1.6664], [-0.3571, 3.0254, -0.0468]], "nbo_charge": [0.019, -0.085, -0.367, 0.095, -0.279, -0.037, -0.049, -0.334, 0.042, 0.265, 0.210, 0.267, 0.252], "smiles": "C1=NO[C@@H]2[C@@H]3C=NO[C@@]123", "homo_lumo_gap_ev": 9.42}



2) {"formula": "C5H4N2O2", "method": "wB97M-V/def2-TZVPD", "symbols": ["C", "C", "C", "N", "C", "O", "C", "N", "O", "H", "H", "H", "H"], "coordinates": [[-1.0934, -2.8243, 0.7610], [-0.5372, -1.7753, 0.6619], [0.0306, -0.5523, 0.3312], [-0.5558, 0.4428, 1.0052], [-0.0932, 1.6747, 0.4266], [-0.2796, 2.7500, 1.0738], [0.9407, 1.1349, -0.7954], [0.7389, -0.3536, -0.6702], [0.3912, -0.8663, -1.9053], [-1.6031, -3.7751, 0.5257], [1.9907, 1.6316, -0.3837], [0.8093, 1.7547, -1.8017], [1.1435, -1.2512, -2.3447]], "nbo_charge": [-0.118, -0.065, 0.334, -0.468, 0.631, -0.542, -0.394, -0.117, -0.522, 0.251, 0.256, 0.271, 0.485], "smiles": "C#CC1=NC(=O)CN1O", "homo_lumo_gap_ev": 8.91}



2) wins, 395.9 kJ/mol ahead of the next structure.



1) {"formula": "C3H9NSi", "method": "wB97M-V/def2-TZVPD", "symbols": ["C", "Si", "N", "H", "H", "H", "H", "H", "H", "H", "C", "C", "H", "H"], "coordinates": [[-0.8869, 1.4565, -0.2005], [-1.3820, -0.1886, 0.5934], [-0.7061, -1.1564, -0.6503], [0.1534, 1.2554, -0.4554], [-1.4344, 1.6543, -1.1191], [-0.9430, 2.3042, 0.4416], [-0.9211, -0.2062, 1.8795], [-2.9846, -0.1301, 0.7901], [0.0986, -1.5855, -0.4407], [-1.2782, -1.8388, -1.1489], [2.5863, -0.0316, -0.4088], [2.5460, -0.7291, 0.5878], [2.6585, 0.7313, -1.1503], [2.4935, -1.5355, 1.2817]], "nbo_charge": [-1.083, 1.316, -1.262, 0.225, 0.233, 0.218, -0.221, -0.199, 0.381, 0.394, -0.223, -0.257, 0.242, 0.238], "smiles": "C[SiH2]N.C#C", "homo_lumo_gap_ev": 10.50}



2) {"formula": "C3H9NSi", "method": "wB97M-V/def2-TZVPD", "symbols": ["N", "Si", "H", "H", "H", "C", "C", "C", "H", "H", "H", "H", "H", "H"], "coordinates": [[-1.3082, -1.9995, 3.2970], [-1.8898, -1.0079, 2.1595], [-1.4068, -2.0587, 4.3672], [-2.3216, 0.4355, 2.2797], [-2.0088, -1.2575, 0.7991], [0.0095, -0.1519, -0.7613], [0.6041, 0.8683, -1.4028], [1.9979, 1.0861, -1.9034], [0.3522, -0.9719, -0.1949], [-1.0531, -0.1588, -0.7540], [-0.0664, 1.7337, -1.7826], [1.8201, 1.3362, -2.9546], [2.6164, 0.2096, -1.6777], [2.6545, 1.9367, -1.4712]], "nbo_charge": [-1.360, 1.387, 0.416, -0.225, -0.222, -0.435, -0.142, -0.664, 0.199, 0.187, 0.186, 0.228, 0.218, 0.225], "smiles": "N=[SiH2].C=CC", "homo_lumo_gap_ev": 9.51}



1) wins, 72.1 kJ/mol ahead of the next structure.



1) {"formula": "C5H5NO4", "method": "wB97M-V/def2-TZVPD", "symbols": ["C", "C", "C", "C", "C", "N", "O", "O", "O", "O", "H", "H", "H", "H", "H"], "coordinates": [[-2.1425, -0.0522, -0.3441], [-1.8834, 0.1973, -1.5348], [2.0308, 1.1523, -0.2455], [-1.1322, -0.0285, 1.0534], [1.1757, 0.0485, 0.1970], [1.4807, -1.3707, 0.0624], [2.5530, -1.5902, -0.4511], [1.6887, 2.3042, -0.2755], [0.6526, -2.1918, 0.4368], [0.1002, 0.4656, 0.8448], [-3.1183, -0.0605, 0.1513], [-1.5154, 0.5680, -2.4913], [3.1497, 0.9053, -0.4903], [-1.7564, 0.6410, 1.6315], [-1.2834, -0.9884, 1.4553]], "nbo_charge": [-0.329, -0.102, 0.313, -0.044, 0.301, 0.480, -0.366, -0.487, -0.393, -0.399, 0.229, 0.241, 0.148, 0.199, 0.209], "homo_lumo_gap_ev": [6.30, 8.59]}



2) {"formula": "C5H5NO4", "method": "wB97M-V/def2-TZVPD", "symbols": ["C", "C", "C", "C", "C", "N", "O", "O", "O", "O", "H", "H", "H", "H", "H"], "coordinates": [[-0.8113, -0.0992, -0.7437], [0.4876, -0.0822, -1.1202], [2.2609, 1.6047, 0.5511], [-0.9553, -0.6154, 0.6366], [1.1560, -0.6455, 0.0329], [2.4958, -0.9149, -0.0912], [2.9856, -0.7397, -1.2192], [2.2794, 2.4379, -0.2588], [3.1925, -1.1975, 0.8956], [0.2721, -1.0469, 1.0741], [-1.5968, 0.2349, -1.3730], [1.1016, 0.1768, -1.9116], [2.9741, 1.5251, 1.3908], [-1.0530, 0.2988, 1.2354], [-1.7243, -1.2886, 0.7027]], "nbo_charge": [-0.155, -0.266, 0.370, -0.108, 0.408, 0.404, -0.436, -0.440, -0.418, -0.427, 0.226, 0.273, 0.156, 0.203, 0.210], "homo_lumo_gap_ev": [7.20, 7.77]}



2) wins, 139.4 kJ/mol ahead of the next structure.



1) {"formula": "C4H9FO", "method": "wB97M-V/def2-TZVPD", "symbols": ["C", "C", "O", "C", "C", "F", "H", "H", "H", "H", "H", "H", "H", "H", "H"], "coordinates": [[-1.1266, 0.9030, 0.6821], [-0.9098, -0.1172, -0.4133], [-1.7308, -1.2696, -0.2062], [0.5252, -0.6693, -0.2731], [1.6646, 0.2642, -0.2932], [0.8253, -1.3235, 0.9805], [-0.8864, 0.6021, 1.7248], [-0.5031, 1.7470, 0.3187], [-2.1188, 1.3885, 0.8201], [-1.1695, 0.0915, -1.4347], [-1.0146, -1.7850, 0.1880], [0.5123, -1.3629, -1.0839], [1.6521, 0.8837, -1.2866], [1.6339, 0.9587, 0.5656], [2.6462, -0.3112, -0.2890]], "nbo_charge": [-0.654, 0.046, -0.703, 0.152, -0.639, -0.385, 0.232, 0.206, 0.228, 0.204, 0.465, 0.177, 0.211, 0.229, 0.232], "smiles": "C[C@H](O)[C@@H](C)F", "homo_lumo_gap_ev": 11.40}



2) {"formula": "C4H9FO", "method": "wB97M-V/def2-TZVPD", "symbols": ["C", "C", "O", "C", "C", "F", "H", "H", "H", "H", "H", "H", "H", "H", "H"], "coordinates": [[0.0428, -0.7262, 1.1959], [-0.0397, -0.8628, -0.2765], [1.2184, -1.5646, -0.6478], [0.1818, 0.4742, -0.9209], [-0.8569, 1.2243, -0.2383], [1.5503, 0.7829, -0.3411], [0.8859, 0.1145, 1.1343], [-0.8976, -0.3372, 1.6742], [0.4774, -1.6023, 1.5676], [-0.8704, -1.5747, -0.6613], [1.8701, -0.9609, -0.4895], [0.2523, 0.5240, -2.0278], [-2.0283, 1.0818, -0.5299], [-0.6935, 0.9821, 0.9116], [-1.0927, 2.4451, -0.3504]], "nbo_charge": [-0.677, 0.045, -0.729, 0.144, -0.716, -0.412, 0.249, 0.209, 0.240, 0.216, 0.465, 0.221, 0.260, 0.254, 0.230], "smiles": "C[C@H](O)[C@@H](C)F", "homo_lumo_gap_ev": 11.15}



1) wins, 211.6 kJ/mol ahead of the next structure.



1) {"formula": "C3H6ClN", "method": "wB97M-V/def2-TZVPD", "symbols": ["C", "C", "C", "N", "Cl", "H", "H", "H", "H", "H", "H"], "coordinates": [[-1.4273, -0.2468, -0.5767], [-0.7335, -1.1724, 0.1032], [0.7656, -1.3040, 0.1655], [1.0943, 1.7151, -0.1624], [1.4323, -1.9694, 1.6274], [-2.4862, -0.1942, -0.7981], [-0.8482, 0.5566, -0.9999], [-1.3524, -1.9772, 0.4884], [0.7284, 1.8472, 0.8106], [2.0043, 2.0061, -0.3668], [0.8227, 0.7391, -0.2912]], "nbo_charge": [-0.260, -0.412, 0.001, -1.093, 0.026, 0.216, 0.208, 0.214, 0.363, 0.377, 0.361], "homo_lumo_gap_ev": [7.48, 7.48]}



2) {"formula": "C3H6ClN", "method": "wB97M-V/def2-TZVPD", "symbols": ["C", "C", "C", "N", "Cl", "H", "H", "H", "H", "H", "H"], "coordinates": [[0.2880, -0.0717, 0.3384], [2.0550, 1.0481, -1.3169], [-2.0236, -0.7413, 0.6723], [-0.8808, -0.1592, 0.0260], [1.2709, -0.6158, 1.5961], [1.6563, 0.6753, -2.2358], [1.5711, 1.9307, -0.9341], [2.8446, 0.6694, -0.7376], [-2.9344, -0.5254, 0.0193], [-2.0050, -0.3836, 1.8094], [-1.8421, -1.8267, 0.7631]], "nbo_charge": [0.263, -0.525, -0.453, -0.469, -0.004, 0.186, 0.177, 0.179, 0.224, 0.210, 0.211], "homo_lumo_gap_ev": [8.40, 8.50]}



1) wins, 22.7 kJ/mol ahead of the next structure.



1) {"formula": "C3H6ClN", "method": "wB97M-V/def2-TZVPD", "symbols": ["C", "C", "C", "N", "Cl", "H", "H", "H", "H", "H", "H"], "coordinates": [[-0.0386, -1.2577, 0.7454], [0.3841, 0.0760, 0.2130], [-0.0011, 0.5434, -1.1373], [-0.8056, 1.0769, -0.0576], [-0.4660, 2.7176, 0.3756], [-0.9221, -1.6067, 0.2201], [-0.2671, -1.1900, 1.8066], [0.7650, -1.9801, 0.6120], [1.2471, 0.5353, 0.6746], [0.6586, 1.2168, -1.6724], [-0.5542, -0.1313, -1.7801]], "nbo_charge": [-0.622, -0.079, -0.269, -0.391, 0.069, 0.219, 0.222, 0.219, 0.212, 0.212, 0.206], "smiles": "C[C@H]1CN1Cl", "homo_lumo_gap_ev": 10.60}



2) {"formula": "C3H6ClN", "method": "wB97M-V/def2-TZVPD", "symbols": ["Cl", "C", "C", "N", "C", "H", "H", "H", "H", "H", "H"], "coordinates": [[2.2817, -1.2937, -0.5717], [0.6079, -0.7681, 0.1261], [-0.4624, -0.1589, -0.9060], [-0.5308, 1.1307, -0.0742], [0.3148, 0.4613, 0.8921], [0.1653, -1.6642, 0.5675], [-1.4742, -0.6845, -1.1450], [-0.1744, 0.2046, -1.9869], [-1.4986, 1.3537, 0.1598], [1.0562, 1.1335, 1.1637], [-0.2856, 0.2855, 1.7747]], "nbo_charge": [-0.088, -0.172, -0.250, -0.619, -0.258, 0.221, 0.198, 0.211, 0.358, 0.209, 0.190], "smiles": "ClC1CNC1", "homo_lumo_gap_ev": 10.00}



1) wins, 7.5 kJ/mol ahead of the next structure.